15
Properties=species:S:1:pos:R:3:mulliken_charge:R:1 method="wB97M-V/def2-TZVPD" orbital_gap_ev=10.69 homo_energy_ev=-9.80 multiplicity=1 smiles=C[C@H]1CN1CC#N e_above_lowest_ev=2.080
C -1.85 -1.08 0.08 -1.359
C -0.74 -0.13 -0.33 0.339
C -0.63 1.20 0.32 -0.452
N 0.36 0.20 0.64 -0.459
C 1.63 0.56 -0.05 -0.431
C 2.52 -0.60 -0.19 0.173
N 3.22 -1.51 -0.32 -0.409
H -1.94 -1.06 1.17 0.353
H -1.61 -2.10 -0.23 0.316
H -2.84 -0.83 -0.34 0.295
H -0.16 -0.38 -1.19 0.433
H -0.35 2.08 -0.25 0.259
H -1.27 1.36 1.18 0.243
H 1.53 1.01 -1.06 0.318
H 2.14 1.30 0.58 0.381

15
Properties=species:S:1:pos:R:3:mulliken_charge:R:1 method="wB97M-V/def2-TZVPD" orbital_gap_ev=9.42 homo_energy_ev=-8.50 multiplicity=1 smiles=Cc1cnn(C)c1 e_above_lowest_ev=2.034
C -1.85 0.97 -1.18 -1.212
C -0.76 0.08 -0.70 0.276
C -0.54 -1.26 -1.01 -0.182
N 0.54 -1.79 -0.42 -0.708
N 0.97 -0.65 0.51 0.361
C 2.02 -0.32 1.57 -0.672
C 0.17 0.39 0.24 -0.248
H -2.24 0.61 -2.14 0.338
H -1.45 1.97 -1.32 0.322
H -2.67 1.02 -0.46 0.251
H -1.37 -1.80 -1.48 0.359
H 3.05 -0.32 1.21 0.298
H 1.98 -0.93 2.49 0.292
H 1.85 0.72 1.94 0.191
H 0.26 1.33 0.76 0.335

15
Properties=species:S:1:pos:R:3:mulliken_charge:R:1 method="wB97M-V/def2-TZVPD" orbital_gap_ev=9.80 homo_energy_ev=-8.80 multiplicity=1 smiles=CCn1ccnc1 e_above_lowest_ev=0.715
C -1.64 0.21 0.51 -0.860
C -1.06 -0.45 -0.77 -0.540
N 0.36 -0.21 -0.65 0.011
C 1.18 -0.93 0.18 -0.199
C 2.13 -0.05 0.60 -0.399
N 1.87 1.22 0.13 -0.601
C 0.79 1.08 -0.59 -0.110
H -2.12 1.18 0.36 0.274
H -2.30 -0.48 1.03 0.321
H -0.81 0.41 1.21 0.302
H -1.31 -0.12 -1.79 0.345
H -1.26 -1.53 -0.79 0.304
H 0.97 -1.97 0.39 0.358
H 3.01 -0.26 1.19 0.422
H 0.19 1.89 -1.01 0.373

15
Properties=species:S:1:pos:R:3:mulliken_charge:R:1 method="wB97M-V/def2-TZVPD" orbital_gap_ev=10.71 homo_energy_ev=-9.92 multiplicity=1 e_above_lowest_ev=1.550
C 1.28 -0.46 -0.82 -1.308
C 0.65 0.27 0.37 0.168
C -0.21 1.45 -0.14 -0.730
N -1.26 0.44 -0.41 -0.502
C -0.73 -0.34 0.72 0.234
C -0.84 -1.80 0.72 -0.097
N -0.84 -2.96 0.79 -0.451
H 0.79 -0.14 -1.75 0.342
H 2.35 -0.27 -0.91 0.333
H 1.12 -1.55 -0.76 0.328
H 1.32 0.45 1.22 0.448
H 0.18 1.99 -1.01 0.331
H -0.48 2.15 0.65 0.287
H -2.22 0.74 -0.36 0.236
H -1.10 0.03 1.69 0.381

15
Properties=species:S:1:pos:R:3:mulliken_charge:R:1 method="wB97M-V/def2-TZVPD" orbital_gap_ev=9.29 homo_energy_ev=-8.66 multiplicity=1 e_above_lowest_ev=2.935
C -0.80 0.70 1.60 -1.402
C -0.45 -0.34 0.57 -0.702
C 0.05 -1.88 -1.83 -0.455
N 0.68 -0.78 -1.52 -0.188
C 0.73 0.04 -0.31 0.777
C 0.77 1.45 -0.73 0.006
N 0.82 2.55 -1.08 -0.437
H -1.07 1.62 1.09 0.389
H -1.63 0.35 2.21 0.367
H 0.06 0.89 2.24 0.338
H -0.20 -1.28 1.08 0.360
H -1.34 -0.51 -0.07 0.380
H -0.48 -2.25 -0.92 0.245
H 1.20 -0.31 -2.24 0.208
H 1.69 -0.16 0.16 0.116

15
Properties=species:S:1:pos:R:3:mulliken_charge:R:1 method="wB97M-V/def2-TZVPD" orbital_gap_ev="7.39 / 7.39" homo_energy_ev="-7.31 / -7.32" multiplicity=1 e_above_lowest_ev=6.889
H 3.22 -0.11 -0.81 0.185
N 2.54 0.54 -0.34 -0.628
N 1.50 -0.04 -0.08 0.207
C 0.26 -0.83 0.00 0.566
C 0.33 -2.12 0.41 -0.992
C -0.56 0.37 0.11 0.981
C -1.77 -0.25 -0.09 -1.108
C -0.41 1.85 -0.03 -1.157
H 1.25 -2.69 0.35 0.292
H -0.50 -2.54 0.96 0.242
H -2.63 0.33 -0.40 0.248
H -2.12 -1.26 0.08 0.200
H 0.23 2.14 -0.87 0.311
H 0.03 2.26 0.88 0.277
H -1.37 2.34 -0.19 0.375

15
Properties=species:S:1:pos:R:3:mulliken_charge:R:1 method="wB97M-V/def2-TZVPD" orbital_gap_ev=8.67 homo_energy_ev=-8.07 multiplicity=1 e_above_lowest_ev=4.614
C 1.26 -1.67 0.47 -0.851
C -0.22 0.45 -1.53 -0.610
C -1.42 0.68 -0.71 0.029
C -1.97 -0.39 0.13 0.174
N -2.42 -1.20 0.82 -0.403
N -0.06 1.10 -0.40 0.112
C 0.55 1.70 0.58 -0.507
H 0.94 -2.28 1.31 0.287
H 0.52 -1.75 -0.34 0.167
H 2.22 -2.02 0.08 0.287
H 0.13 0.66 -2.53 0.246
H -2.13 1.50 -0.87 0.351
H 1.34 -0.64 0.82 0.108
H 0.00 1.90 1.49 0.267
H 1.60 1.92 0.46 0.344

15
Properties=species:S:1:pos:R:3:mulliken_charge:R:1 method="wB97M-V/def2-TZVPD" orbital_gap_ev=10.46 homo_energy_ev=-9.52 multiplicity=1 smiles="[H]/N=C/[C@@H](N)CC#C" e_above_lowest_ev=3.704
H 1.73 -2.41 2.14 0.260
N 1.20 -2.09 1.33 -0.605
C 0.66 -0.96 1.47 -0.180
C -0.23 -0.41 0.38 -0.002
N -1.20 0.50 0.96 -0.628
C 0.72 0.25 -0.64 -0.533
C -0.10 0.74 -1.88 -0.346
C -0.84 1.36 -2.59 -0.224
H 0.80 -0.29 2.32 0.404
H -0.75 -1.24 -0.10 0.301
H -0.82 1.43 1.10 0.256
H -2.00 0.59 0.36 0.290
H 1.08 -0.50 -1.44 0.290
H 1.23 1.12 -0.21 0.318
H -1.48 1.93 -3.20 0.397

Number 1: E -304.75907 hartree. Number 2: E -304.76074 hartree. Number 3: E -304.80922 hartree. Number 4: E -304.77854 hartree. Number 5: E -304.72764 hartree. Number 6: E -304.58234 hartree. Number 7: E -304.66595 hartree. Number 8: E -304.69939 hartree.